Entry 1:
Computed, not measured: C48H86BrFGaN10O4 as an isolated structure at a distorted geometry, with the ωB97M-V functional and the def2-TZVPD basis.

ORCA input file:
```
! RIJCOSX wB97M-V def2-TZVPD def2/J DEFGRID3
* xyz -1 1
C -3.8258 -0.9767 5.4187
C -3.1182 -2.3872 5.4684
C -4.0032 -3.4916 4.8058
C -1.6375 -2.3446 4.9815
C -1.4413 -2.2016 3.4303
C -1.7846 -0.7670 2.9124
C 0.1036 -2.4134 3.1905
O 0.4323 -2.8803 1.8996
Ga 1.0855 -1.5897 0.7037
C -0.3098 -1.3569 -0.7890
C -0.2748 -2.5986 -1.7700
C -1.1352 -2.2608 -3.0508
C -0.5000 -2.8700 -4.3484
C 0.8600 -2.2146 -4.7398
N 0.7455 -1.2148 -5.8265
C 2.7869 -2.4271 -0.1666
C 3.6631 -1.4144 -0.8934
O 4.8289 -1.4343 -0.8402
Br 2.8094 0.0142 -1.9941
C 1.4750 0.2817 1.5024
O 0.7378 1.1649 1.2049
N 2.6046 0.6883 2.3844
C 3.3641 -0.4326 2.8731
O 3.2005 -0.9374 3.8898
F 4.4072 -0.9455 2.1349
H -3.0328 -0.2071 5.4004
H -4.4225 -0.9153 4.4937
H -4.4407 -0.7916 6.3194
H -3.0797 -2.6363 6.5559
H -3.7864 -3.6818 3.7411
H -5.0532 -3.1316 4.8595
H -3.9248 -4.4131 5.4121
H -1.1263 -1.4695 5.4330
H -1.1495 -3.2919 5.2842
H -2.0396 -2.9215 2.8451
H -2.8780 -0.6854 2.7383
H -1.4367 -0.0164 3.6552
H -1.2797 -0.5181 1.9603
H 0.3829 -3.2406 3.8962
H 0.6750 -1.5234 3.5344
H -0.1260 -0.3975 -1.3109
H -1.3138 -1.2753 -0.3189
H 0.7727 -2.7273 -2.1023
H -0.6487 -3.4846 -1.2265
H -2.1525 -2.6470 -2.8577
H -1.2237 -1.1629 -3.1233
H -1.2277 -2.6922 -5.1724
H -0.4198 -3.9619 -4.1743
H 1.3537 -1.7375 -3.8704
H 1.5702 -2.9991 -5.0744
H -0.1246 -1.3580 -6.3374
H 0.6939 -0.2764 -5.4365
H 3.4449 -2.8737 0.6071
H 2.5197 -3.2638 -0.8429
H 3.2088 1.3136 1.8426
C -1.8785 4.4771 3.5141
C -1.7107 3.3230 2.5301
C -3.0183 2.9063 1.8594
C -3.9794 2.3325 2.8008
N -4.7290 1.8730 3.5406
H -2.5180 4.1953 4.3543
H -0.9076 4.7696 3.9195
H -2.3169 5.3480 3.0283
H -1.2667 2.4726 3.0521
H -1.0057 3.6222 1.7546
H -2.7969 2.1634 1.0928
H -3.4675 3.7620 1.3518
C -4.2145 8.7852 0.1086
C -3.5300 8.6634 1.4655
C -2.1018 8.1211 1.3701
C -2.0664 6.7354 0.9066
N -2.0399 5.6450 0.5464
H -4.3421 7.8086 -0.3632
H -5.2041 9.2292 0.2239
H -3.6364 9.4204 -0.5668
H -4.1314 8.0267 2.1185
H -3.4948 9.6519 1.9295
H -1.6321 8.1734 2.3553
H -1.5056 8.7482 0.7032
C 7.8785 -2.6756 -4.6438
C 6.9608 -1.4598 -4.7080
C 5.7056 -1.6089 -3.8449
C 4.8095 -2.6551 -4.3268
N 4.1031 -3.4758 -4.7089
H 7.3919 -3.5643 -5.0507
H 8.7842 -2.4969 -5.2268
H 8.1761 -2.8877 -3.6145
H 6.6832 -1.2710 -5.7483
H 7.5163 -0.5843 -4.3627
H 5.1587 -0.6636 -3.8414
H 5.9862 -1.8135 -2.8114
C 2.2668 -5.3951 -8.1288
C 1.6509 -5.7167 -6.7731
C 0.4760 -6.6941 -6.8616
C -0.6739 -6.1240 -7.5655
N -1.5751 -5.6795 -8.1224
H 1.5556 -4.8808 -8.7788
H 3.1321 -4.7431 -8.0020
H 2.5999 -6.3051 -8.6352
H 1.3333 -4.7899 -6.2922
H 2.4224 -6.1562 -6.1372
H 0.1667 -6.9710 -5.8511
H 0.7913 -7.6152 -7.3580
C -5.6910 2.6071 -3.0290
C -5.0027 2.5032 -1.6713
C -3.5751 1.9535 -1.7549
C -3.5389 0.5603 -2.1885
N -3.5137 -0.5391 -2.5191
H -5.8253 1.6239 -3.4861
H -6.6801 3.0579 -2.9161
H -5.1131 3.2277 -3.7126
H -5.6068 1.8792 -1.0072
H -4.9632 3.5008 -1.2237
H -3.1119 2.0236 -0.7717
H -2.9769 2.5683 -2.4278
C 5.7102 3.0603 3.9277
C 6.2670 2.6294 2.5754
C 6.9684 3.7621 1.8219
C 6.0438 4.8224 1.4172
N 5.3195 5.6567 1.1026
H 4.9250 3.8108 3.8164
H 5.2769 2.2030 4.4449
H 6.4944 3.4804 4.5622
H 5.4585 2.2118 1.9713
H 6.9882 1.8251 2.7376
H 7.4452 3.3533 0.9281
H 7.7649 4.1843 2.4388
C 0.5652 4.8436 -3.7845
C -0.3008 6.0982 -3.8213
C -1.5629 5.9793 -2.9629
C -2.4944 4.9770 -3.4777
N -3.2241 4.1827 -3.8756
H 0.0434 3.9856 -4.2131
H 1.4779 4.9984 -4.3616
H 0.8518 4.5944 -2.7607
H -0.5686 6.3235 -4.8569
H 0.2897 6.9415 -3.4545
H -2.0688 6.9480 -2.9385
H -1.2929 5.7394 -1.9319
C -0.7251 -6.0556 6.4188
C -1.3014 -6.4434 7.7761
C -2.4578 -7.4412 7.6718
C -3.6293 -6.8613 7.0158
N -4.5484 -6.4078 6.4972
H -1.4621 -5.5320 5.8068
H 0.1301 -5.3909 6.5475
H -0.3871 -6.9374 5.8697
H -1.6276 -5.5427 8.3019
H -0.5078 -6.8934 8.3781
H -2.7421 -7.7673 8.6752
H -2.1352 -8.3333 7.1302
*
```

Kohn-Sham gap (eV): 6.7
Lowest unoccupied orbital energy (eV): 1.65

=====

Entry 2:
Computed, not measured: C18H27BrInNO4P2 as an isolated structure at a distorted geometry, with the ωB97M-V functional and the def2-TZVPD basis.

ORCA input file:
```
! RIJCOSX wB97M-V def2-TZVPD def2/J DEFGRID3
* xyz 2 1
In -0.0781 -0.4813 0.4912
P -2.3133 0.2323 -0.6119
C -2.0649 0.4399 -2.3895
C -0.8388 1.1791 -2.7323
N 0.2377 1.0327 -1.9112
C 1.4428 1.4288 -2.3140
C 1.6379 2.1551 -3.5034
C 0.5259 2.4108 -4.3048
C -0.7180 1.9346 -3.9174
C 2.6520 1.0681 -1.4491
P 2.3653 -0.4106 -0.4112
H -1.5990 2.0854 -4.5331
H 2.6432 2.4856 -3.7563
H 0.6536 2.9661 -5.2246
H 3.5225 0.8797 -2.0984
H 2.8970 1.9073 -0.7744
H -1.9941 -0.8745 -3.2511
H -2.9632 0.8517 -2.8883
H -0.9827 -2.5216 -2.5946
O -1.7195 -1.8514 -3.4974
H -2.2923 -2.2446 -4.1726
H -0.2392 -2.0838 -0.4876
O -0.6356 -3.0720 -1.7163
H 0.2367 -3.5079 -1.8265
C 2.7953 -1.7989 -1.5295
H 3.8336 -1.6740 -1.8835
H 2.7030 -2.7527 -0.9841
H 2.1126 -1.8227 -2.3952
C 3.6470 -0.3554 0.8649
H 3.5927 -1.2659 1.4740
H 4.6442 -0.2643 0.4123
H 3.4531 0.5001 1.5235
C -2.9543 1.6678 0.3281
H -3.9747 1.9275 0.0031
H -2.9711 1.4419 1.4066
H -2.3017 2.5437 0.2163
C -3.5507 -1.0803 -0.4591
H -3.7928 -1.2447 0.5982
H -4.4540 -0.7799 -1.0060
H -3.1420 -2.0047 -0.8833
Br -0.7777 4.0373 2.7597
C -0.3889 2.9654 4.2543
C -0.4737 3.5453 5.5333
C -0.3031 2.7613 6.6813
C -0.0280 1.3977 6.5715
C 0.0978 0.8180 5.3061
C -0.0520 1.5830 4.1393
C 0.0124 0.8551 2.8273
O -0.1734 -0.4276 2.8123
O 0.2105 1.4872 1.7319
H -0.6710 4.6060 5.6466
H -0.3802 3.2038 7.6771
H 0.0961 0.7590 7.4551
H 0.2839 -0.2593 5.2172
*
```

Kohn-Sham gap (eV): 3.5
Lowest unoccupied orbital energy (eV): -10.06

=====

Entry 3:
Computed, not measured: C24H50ClFMnP2Si2 as an isolated structure at a distorted geometry, with the ωB97M-V functional and the def2-TZVPD basis.

ORCA input file:
```
! RIJCOSX wB97M-V def2-TZVPD def2/J DEFGRID3
* xyz 0 4
Mn -0.3277 0.0157 -0.1891
C -1.3077 -0.0287 2.3568
C -1.6383 1.1375 1.6288
C -2.3136 0.7150 0.4190
Si -1.3208 2.8534 2.3304
C -2.3109 -0.7236 0.4003
C -1.6475 -1.1761 1.6059
Si -1.3252 -2.9071 2.2671
H -0.9167 -0.0408 3.3908
H -2.8641 1.3628 -0.2520
H -2.8608 -1.3543 -0.2867
Cl 2.6818 0.1404 -4.1836
C -0.9847 -2.8538 4.1110
C -2.7436 -4.0662 1.8764
C -0.9763 2.7583 4.1717
C -2.7387 4.0230 1.9711
H -3.6884 -3.7174 2.3201
H -2.5353 -5.0615 2.2973
H -2.9050 -4.1835 0.7976
H -0.1257 -2.2073 4.3420
H -0.7518 -3.8580 4.4886
H -1.8419 -2.4809 4.6869
H -3.6925 3.6467 2.3709
H -2.8733 4.1996 0.8968
H -2.5468 4.9948 2.4511
H -1.8329 2.3776 4.7431
H -0.7355 3.7522 4.5708
H -0.1201 2.1019 4.3836
C 0.2845 -3.3125 1.3468
C 0.2873 3.2785 1.4179
P 0.4210 -2.5643 -0.3277
H 0.4975 -4.3940 1.3298
H 1.0692 -2.8105 1.9468
P 0.4219 2.5746 -0.2744
H 1.0721 2.7577 2.0020
H 0.5037 4.3590 1.4262
C 2.0871 3.1076 -0.8719
C -0.8432 3.5474 -1.2680
C -0.8445 -3.5173 -1.3436
C 2.0841 -3.0868 -0.9437
C 3.1108 -1.9577 -0.8183
H 1.8930 -3.2630 -2.0153
C 2.6416 -4.3698 -0.3182
H 2.8303 -4.2485 0.7580
H 3.6023 -4.5894 -0.8054
H 1.9895 -5.2384 -0.4715
H 2.8487 -1.1208 -1.4742
H 4.1035 -2.3192 -1.1176
H 3.1789 -1.5868 0.2117
H -1.7935 -3.2934 -0.8271
C -0.6534 -5.0318 -1.3767
C -0.9178 -2.9385 -2.7631
H -0.6498 -5.4970 -0.3834
H 0.2613 -5.3204 -1.9104
H -1.4969 -5.4614 -1.9327
H -1.1494 -1.8620 -2.7614
H -1.7127 -3.4640 -3.3145
H 0.0322 -3.0811 -3.3033
H -1.7932 3.3093 -0.7596
C -0.9124 3.0052 -2.7015
C -0.6526 5.0627 -1.2571
H -0.6513 5.4987 -0.2502
H -1.4944 5.5090 -1.8025
H 0.2636 5.3662 -1.7799
H -1.1430 1.9293 -2.7277
H 0.0384 3.1619 -3.2352
H -1.7066 3.5432 -3.2406
C 3.1142 1.9801 -0.7505
C 2.6387 4.3822 -0.2233
H 1.9051 3.2977 -1.9427
H 2.8287 4.2399 0.8502
H 1.9838 5.2518 -0.3584
H 3.5985 4.6147 -0.7063
H 3.1866 1.6099 0.2791
H 4.1043 2.3441 -1.0533
H 2.8516 1.1433 -1.4052
C 0.9033 0.0284 -4.2666
H 0.3173 0.0597 -3.3199
H 0.6067 0.8750 -4.9069
H 0.6929 -0.9179 -4.7871
F 1.4044 -0.0103 0.5614
*
```

Kohn-Sham gap (spin up / spin down) (eV): 7.1 / 7.4
Expectation value of S²: 3.7870
Lowest unoccupied orbital energy (spin up / spin down) (eV): 0.61 / 0.44

=====

Entry 4:
Computed, not measured: CH4NO3P as an isolated structure at a distorted geometry, with the ωB97M-V functional and the def2-TZVPD basis.

ORCA input file:
```
! RIJCOSX wB97M-V def2-TZVPD def2/J DEFGRID3
* xyz 0 1
C -1.5677 -0.9001 0.0116
N 0.9571 1.4924 0.0208
O 1.2732 -0.8691 1.1604
O 1.5475 -0.7153 -1.3140
O -1.0418 0.0258 -0.5475
P 1.1355 -0.1190 -0.0568
H -2.6731 -1.1527 -0.1526
H -1.0291 -1.5496 0.6514
H 0.5519 1.8524 -0.7702
H 0.8466 1.9351 0.9970
*
```

Kohn-Sham gap (eV): 10.2
Lowest unoccupied orbital energy (eV): -0.32

=====

no.,electronic energy (a.u.)
1,-7327.76606
2,-4504.01953
3,-3917.27552
4,-662.36063